# 1
Entry from OMol25: a molecular structure, C19H7CsF5N4O12 (ωB97M-V/def2-TZVPD).

Calculated values
E_LUMO ... 1.03 eV
Largest force on an atom ... 3.5 eV Å⁻¹
ΔE to the lowest compared entry with this formula, charge and spin ... 1.526 eV
Gap between HOMO and LUMO ... 5.60 eV

The geometry in ORCA input format:
```
! wB97M-V def2-TZVPD RIJCOSX def2/J DEFGRID3
* xyz -1 1
Cs -0.0679 0.5725 -0.7229
F -2.4712 1.6581 -6.8493
F -0.2354 2.1201 -8.3494
F -2.3257 1.4709 -4.1674
F 2.1678 2.4042 -7.0833
F 2.3503 2.2169 -4.4023
O 6.0368 -1.1844 4.1874
O -5.3962 -1.5364 -0.4061
O 1.3143 -4.1282 0.2544
O 1.0198 -1.3376 0.5010
O -0.6839 1.5863 3.4014
O -1.0824 2.6912 1.4768
O 2.0077 1.3595 3.2011
O 1.3018 1.1483 1.1725
O 6.3258 -3.0912 3.2245
O -3.1936 -1.6359 -0.6141
O 3.3322 -4.3317 -0.4870
O 0.1008 1.7172 -2.8763
N 5.6983 -2.0571 3.4012
N -2.9078 0.3706 1.2594
N 1.9510 0.7366 2.1265
N 2.4763 -3.7858 0.1955
C -1.1930 1.6992 -4.8669
C 4.4990 -1.8529 2.6347
C 2.9044 -2.6893 1.0531
C -4.0215 -0.3485 1.2064
C 2.0770 -1.4896 1.1166
C 3.7748 -0.6858 2.7757
C -4.1390 -1.2254 -0.0191
C 2.6438 -0.4900 2.0131
C 1.1411 2.0734 -4.9847
C -3.5840 1.2288 3.3800
C -4.7470 0.4856 3.3207
C -0.1535 2.0318 -7.0041
C 4.0671 -2.8433 1.7394
C -1.3931 1.8997 2.3237
C -1.2817 1.7949 -6.2376
C 0.0231 1.8233 -4.1373
C 1.0622 2.1711 -6.3555
C -2.6914 1.1332 2.3159
C -4.9737 -0.3266 2.2190
H 0.2351 1.9265 3.3434
H -5.8543 -0.9558 2.1849
H 4.6551 -3.7417 1.6179
H -3.3587 1.8611 4.2276
H 4.1074 0.0812 3.4598
H -5.4619 0.5263 4.1320
H -6.0561 -1.0513 0.0978
*
```

---

# 2
Entry from OMol25: a molecular structure, C33H36Cl2GeIrN2O4SSi (ωB97M-V/def2-TZVPD).

Calculated values
E_LUMO (alpha / beta) ... 4.30 / 4.30 eV
⟨S²⟩ ... 1.20
Largest force on an atom ... 1.0 eV Å⁻¹
ΔE to the lowest compared entry with this formula, charge and spin ... 2.105 eV
Gap between HOMO and LUMO (alpha / beta) ... 4.61 / 5.40 eV

The geometry in ORCA input format:
```
! wB97M-V def2-TZVPD RIJCOSX def2/J DEFGRID3
* xyz -2 2
Ir 0.3939 -0.4335 0.8532
Ge 0.1570 -0.7105 -2.7899
Cl 1.8287 -6.5961 1.0121
Cl 0.4525 -3.9683 1.1272
S 0.7942 2.1601 1.7857
Si 1.3419 3.4896 4.8594
O -1.4832 -1.8215 1.5164
O -1.9225 0.7265 0.7346
O 4.6383 -0.3404 1.1040
O -3.5128 -2.0041 2.4506
N 2.3393 -0.9690 1.0785
N 0.3608 -0.0722 3.0197
C 1.8921 -1.2090 -3.5855
C -2.2399 2.5271 -4.0909
C 3.4678 -0.6115 1.0776
C 0.7891 0.7850 5.5826
C -1.4066 3.2676 -4.9202
C -0.0121 4.6583 4.3058
C -0.4722 0.9090 -3.7248
C 2.9818 3.9811 4.1082
C -1.7747 1.3602 -3.5020
C -3.5982 0.8405 2.4651
C 2.9790 -1.3467 -2.7198
C 0.9074 1.7009 4.5489
C -3.1068 -4.0450 -3.8068
C -1.5859 -2.3458 -4.5683
C -1.1821 -2.0854 -3.2591
C 4.2344 -1.6979 -3.2007
C -3.0237 0.0252 1.3150
C 0.2478 -0.9294 4.0313
C 1.8853 -4.8305 0.6514
C 0.6858 1.2227 3.2308
C -4.0373 -0.1542 0.1902
C 0.4556 -0.5477 5.3412
C -2.5362 -3.3205 -4.8459
C -0.1083 2.8368 -5.1496
C 2.1000 -1.4340 -4.9456
C 0.3529 1.6692 -4.5511
C -2.7250 -3.7886 -2.4967
C 0.2923 -0.6352 -0.9482
C 1.5072 3.7102 6.7295
C 4.4234 -1.9183 -4.5586
C -1.7687 -2.8168 -2.2262
C -2.6328 -1.4006 1.8149
C 3.3527 -1.7861 -5.4333
H 0.3593 -1.2662 6.1435
H -4.4387 0.8161 -0.1157
H 3.4939 -1.9560 -6.4952
H -3.2509 2.8651 -3.8948
H -0.0390 -1.9359 3.7493
H -2.4303 0.7973 -2.8454
H -1.1645 -1.7710 -5.3884
H 5.4028 -2.1905 -4.9362
H -0.1347 4.6087 3.2240
H -2.8373 -3.5108 -5.8706
H 5.0640 -1.7901 -2.5098
H -1.7654 4.1837 -5.3758
H -1.5026 1.3292 1.3687
H 1.2746 -1.3320 -5.6438
H 0.5507 3.4147 -5.7880
H 2.9217 3.9507 3.0202
H 1.3742 1.3489 -4.7278
H -2.8130 1.0640 3.1948
H -3.5406 -0.6113 -0.6686
H 3.2634 4.9895 4.4258
H 2.7367 -4.4273 1.1870
H -1.4715 -2.6096 -1.2003
H -4.3743 0.2667 2.9687
H -4.8478 -0.8044 0.5187
H -3.8530 -4.8027 -4.0190
H -0.9651 4.3892 4.7683
H 0.5750 3.4771 7.2501
H 1.7613 4.7514 6.9485
H 2.2955 3.0808 7.1496
H 0.2292 5.6867 4.5917
H -3.1741 -4.3402 -1.6792
H 0.9542 1.1081 6.6058
H 3.7697 3.2899 4.4162
H 2.8323 -1.1694 -1.6576
H -4.0087 1.7839 2.0941
H 2.0210 -4.7356 -0.4195
*
```

---

# 3
Entry from OMol25: a molecular structure, C31H40FeN3SeSi (ωB97M-V/def2-TZVPD).

Calculated values
E_LUMO (alpha / beta) ... 2.31 / 2.31 eV
⟨S²⟩ ... 6.03
Largest force on an atom ... 3.6 eV Å⁻¹
ΔE to the lowest compared entry with this formula, charge and spin ... 0.000 eV
Gap between HOMO and LUMO (alpha / beta) ... 5.54 / 5.65 eV

The geometry in ORCA input format:
```
! wB97M-V def2-TZVPD RIJCOSX def2/J DEFGRID3
* xyz -1 5
Se 1.3048 -2.5141 -1.5947
Fe -0.1681 -1.1443 -0.1568
Si 3.1832 -3.0942 -0.3853
N 0.1409 1.7948 1.4943
N -0.5841 0.7691 -0.5277
N -0.8140 3.0649 -0.1877
C -0.4080 1.8524 0.2481
C 3.8181 -1.5655 0.4327
C -0.9937 0.9811 -1.9177
C 1.1268 0.9013 3.5053
C 0.7537 4.9649 0.4460
C 0.6591 -1.6539 2.6026
C -0.0257 6.5026 2.1811
C 0.4858 0.6730 2.2511
C -3.0849 -4.5662 -2.2758
C 2.6956 -4.4576 0.8425
C -2.2839 0.7060 -2.2319
C 1.2179 -1.4921 3.8182
C -2.5614 -2.9803 -0.6054
C -1.8960 1.3435 -4.5466
C 1.1639 2.2763 4.1003
C -3.5798 -3.9730 -0.9669
C -0.5133 4.2673 0.5304
C 1.6561 -0.2195 4.1553
C 0.9133 6.0984 1.2340
C -0.0782 1.4091 -2.9521
C -1.5060 4.7465 1.4344
C 0.2430 -0.6180 1.7426
C -4.9230 -3.3130 -1.0862
C 1.3946 1.5144 -2.7873
C 1.9296 4.3991 -0.3038
C -1.1840 5.7740 2.3808
C -0.5802 1.7164 -4.2184
C 4.4461 -3.8364 -1.5845
C -3.4419 -4.9163 0.2380
C -1.5597 -2.2965 -0.4528
C -2.7635 0.8961 -3.5361
H -2.0548 -4.8703 -2.1856
H -3.0161 0.4990 -1.4684
H 2.3161 -4.0280 1.7429
H -3.6143 -4.3386 1.1370
H -3.7974 0.6194 -3.7214
H 0.1549 7.3786 2.7606
H 0.4617 -2.6197 2.1883
H 4.5187 -1.7972 1.2443
H -3.2857 -3.7730 -3.0161
H -1.9052 5.9839 3.1511
H 4.8121 -3.0926 -2.3289
H 1.7343 2.2106 -1.9889
H -2.4392 4.2152 1.4394
H 2.0521 3.3481 0.0064
H 3.8794 -4.6542 -2.0776
H -3.6872 -5.4157 -2.6039
H 1.8116 0.5182 -2.5123
H 1.8379 4.3747 -1.4493
H 0.0893 2.6207 2.0909
H -1.3683 3.1137 -1.0347
H -5.0824 -2.7079 -0.2021
H 2.4661 -0.0574 4.9395
H 2.8809 4.9861 -0.0868
H 0.0803 1.9948 -5.0348
H 1.9505 -5.1012 0.3703
H -2.1844 1.3374 -5.5775
H 0.1040 2.6172 4.2452
H -2.4207 -5.2170 0.3053
H 1.7055 2.2985 5.0439
H 4.2656 -0.9097 -0.3177
H 3.0042 -0.9862 0.8995
H 1.8934 6.6467 1.2407
H 1.6656 3.0572 3.5413
H 5.2974 -4.2791 -1.0904
H -4.1388 -5.7591 0.2037
H -4.9808 -2.5531 -1.9113
H 1.2851 -2.3774 4.4587
H 3.5182 -5.1071 1.1802
H -5.7927 -4.0094 -1.1325
H 1.7998 1.8234 -3.7692
*
```